(1)
53
Properties=species:S:1:pos:R:3:forces:R:3 method="wB97M-V/def2-TZVPD" de_lowest_ev=0.061 e_tot_ev=-58830.918 homo_lumo_gap_ev=6.9 homo_ev=-4.56 total_charge=-1
Pd -0.289 2.527 0.202 -0.001 -0.045 -0.078
S 1.940 2.088 0.236 0.044 0.067 -0.027
S -0.391 2.042 2.508 -0.058 -0.030 -0.022
O -3.003 3.633 -0.209 -0.113 0.056 0.016
O -2.954 1.516 -0.073 0.021 -0.092 0.024
N -2.353 2.630 -0.035 0.222 -0.031 -0.049
N 6.122 -0.560 3.845 0.003 0.009 -0.001
N 3.159 -0.693 6.697 -0.009 0.015 0.009
N -0.697 -3.109 -0.009 -0.001 -0.032 0.046
N -1.501 -0.704 -0.023 -0.038 0.603 0.000
C 0.564 0.123 -4.100 0.000 0.005 -0.012
C 0.755 1.212 -3.262 0.006 0.001 0.004
C -1.610 1.531 -3.125 -0.031 -0.020 -0.015
C -0.325 1.941 -2.743 0.010 -0.045 0.024
C -0.720 -0.277 -4.456 -0.002 0.006 0.013
C -2.516 -1.563 -0.675 -0.118 -0.116 -0.041
C -1.804 0.443 -3.965 0.015 -0.002 0.020
C 2.748 0.344 4.366 -0.001 0.020 -0.005
C 2.987 -0.227 5.659 0.015 -0.029 -0.019
C 3.760 0.385 3.391 -0.001 0.005 0.013
C 0.350 -2.229 -0.541 -0.173 0.211 0.052
C 5.069 -0.138 3.655 -0.007 -0.017 0.005
C -1.898 -2.970 -0.834 0.021 -0.005 -0.015
C 1.202 1.412 2.814 -0.039 0.001 0.069
C -0.223 -0.820 -0.792 -0.088 -0.022 -0.051
C 2.218 1.440 1.834 0.035 0.001 -0.048
C -0.104 3.067 -1.813 0.002 0.041 0.090
C 1.496 0.860 4.065 -0.003 -0.006 0.004
C -1.005 -2.667 1.353 0.015 -0.061 -0.024
C 3.480 0.934 2.148 0.024 -0.011 -0.015
C -1.295 -1.155 1.380 -0.166 0.130 0.095
H -0.872 -1.122 -5.116 0.001 0.000 -0.002
H -1.616 -3.151 -1.872 -0.005 -0.004 -0.002
H -2.777 -1.108 -1.630 0.022 0.026 0.024
H 1.760 1.504 -2.981 -0.002 -0.001 0.002
H -0.487 -0.677 -1.837 0.040 0.056 -0.031
H 1.423 -0.417 -4.480 0.002 0.002 0.000
H -2.621 -3.734 -0.545 0.015 -0.011 -0.005
H 0.745 -2.646 -1.467 0.021 0.006 -0.003
H -0.500 -0.537 1.798 0.038 -0.109 -0.033
H -2.205 -0.918 1.932 0.042 0.051 0.006
H 4.259 0.967 1.397 -0.001 -0.004 0.003
H -1.868 -3.236 1.707 0.009 -0.006 -0.002
H 1.155 -2.184 0.192 0.077 -0.068 -0.017
H 0.719 0.835 4.818 0.002 0.003 0.005
H 0.889 3.494 -1.956 -0.013 0.030 0.009
H -0.163 -2.908 2.003 -0.013 0.027 -0.008
H -1.900 0.327 -0.022 0.155 -0.653 0.010
H -2.471 2.072 -2.750 0.015 0.020 0.024
H -0.858 3.848 -1.923 -0.006 -0.005 -0.068
H 0.441 -0.012 -0.485 -0.005 -0.023 0.029
H -2.814 0.160 -4.243 0.004 -0.002 -0.004
H -3.402 -1.572 -0.039 0.019 0.058 0.002

***

(2)
7
Properties=species:S:1:pos:R:3:forces:R:3 method="wB97M-V/def2-TZVPD" de_lowest_ev=2.690 e_tot_ev=-74209.723 homo_lumo_gap_ev=10.9 homo_ev=-10.35 smiles=C#CBr.O
Br -2.396 -0.149 -0.081 0.191 0.215 -0.116
O 0.922 -1.723 -0.206 2.096 -1.362 0.221
C -0.969 0.962 -0.112 -1.877 -1.135 0.236
C -0.058 1.702 0.023 1.086 0.542 -0.266
H 0.830 2.257 -0.021 0.458 0.489 0.147
H 0.124 -1.193 -0.182 0.461 0.190 1.232
H 1.548 -1.856 0.580 -2.415 1.059 -1.454

***

(3)
17
Properties=species:S:1:pos:R:3:forces:R:3 method="wB97M-V/def2-TZVPD" de_lowest_ev=1.569 e_tot_ev=-9441.474 homo_lumo_gap_ev=10.4 homo_ev=-9.52 smiles=OC[C@H]1CCOC1
O -2.031 -0.404 -0.524 -0.121 -0.042 -0.036
O 2.457 0.084 0.954 0.245 -0.046 0.053
C -0.362 1.156 0.126 0.067 0.056 -0.032
C 1.613 -0.588 0.041 -0.318 -0.178 -0.309
C -1.872 0.905 0.018 -0.031 0.285 0.127
C 0.157 -0.273 0.323 -0.036 -0.053 0.027
C -0.759 -1.003 -0.655 0.208 -0.220 -0.055
H -0.106 1.848 0.934 -0.019 -0.158 -0.096
H -0.848 -2.077 -0.467 -0.031 0.112 0.030
H -2.390 1.620 -0.631 0.128 -0.038 0.090
H 1.853 -0.320 -1.002 -0.003 0.048 0.181
H -0.378 -0.864 -1.683 -0.046 -0.072 0.126
H -2.351 0.935 1.007 0.075 0.002 -0.125
H 3.331 -0.321 0.889 -0.146 0.210 0.082
H 0.024 1.570 -0.814 -0.004 -0.065 0.108
H 1.735 -1.680 0.133 0.035 0.187 -0.038
H -0.071 -0.587 1.351 -0.002 -0.029 -0.133